{"formula": "C27H75Cl6O28P7", "method": "ωB97M-V/def2-TZVPD", "energy_ha": -8331.72078, "smiles": "COP(=O)(OC)OC.COP(=O)(OC)OC.COP(=O)(OC)OC.COP(=O)(OC)OC.COP(=O)(OC)OC.COP(=O)(OC)OC.COP(=O)(OC)OC.ClCCCl.ClCCCl.ClCCCl", "lumo_energy_ev": 0.2, "relative_energy_kcal_mol": 21.95, "molar_mass_g_mol": 1277.4, "total_charge": 0, "symbols": ["C", "O", "P", "O", "O", "C", "O", "C", "H", "H", "H", "H", "H", "H", "H", "H", "H", "C", "O", "P", "O", "O", "C", "O", "C", "H", "H", "H", "H", "H", "H", "H", "H", "H", "C", "O", "P", "O", "O", "C", "O", "C", "H", "H", "H", "H", "H", "H", "H", "H", "H", "C", "O", "P", "O", "O", "C", "O", "C", "H", "H", "H", "H", "H", "H", "H", "H", "H", "C", "O", "P", "O", "O", "C", "O", "C", "H", "H", "H", "H", "H", "H", "H", "H", "H", "C", "O", "P", "O", "O", "C", "O", "C", "H", "H", "H", "H", "H", "H", "H", "H", "H", "C", "O", "P", "O", "O", "C", "O", "C", "H", "H", "H", "H", "H", "H", "H", "H", "H", "Cl", "C", "C", "Cl", "H", "H", "H", "H", "Cl", "C", "C", "Cl", "H", "H", "H", "H", "Cl", "C", "C", "Cl", "H", "H", "H", "H"], "xyz": [[15.399, 9.543, 13.944], [16.518, 10.154, 14.572], [16.817, 11.625, 14.319], [15.625, 12.465, 14.186], [17.800, 12.102, 15.481], [17.207, 12.603, 16.718], [17.814, 11.582, 13.125], [18.333, 12.724, 12.466], [14.545, 9.949, 14.430], [15.518, 8.495, 14.093], [15.421, 9.818, 12.887], [16.344, 13.255, 16.534], [18.086, 13.103, 17.197], [16.890, 11.835, 17.441], [19.306, 12.916, 12.907], [17.634, 13.550, 12.595], [18.512, 12.573, 11.414], [9.525, 19.552, 9.688], [8.616, 19.885, 10.753], [9.194, 19.887, 12.249], [8.213, 19.640, 13.357], [10.278, 18.746, 12.084], [11.236, 18.584, 13.101], [9.979, 21.276, 12.339], [9.499, 22.295, 13.219], [10.316, 20.234, 9.556], [8.955, 19.653, 8.736], [9.906, 18.515, 9.755], [11.769, 19.562, 13.123], [11.946, 17.787, 12.911], [10.780, 18.439, 14.100], [9.402, 21.876, 14.211], [8.557, 22.676, 12.895], [10.150, 23.190, 13.135], [14.136, 14.059, 11.112], [13.457, 15.330, 11.065], [13.327, 16.112, 9.679], [12.561, 17.378, 9.836], [14.756, 16.203, 9.042], [15.548, 17.427, 9.117], [12.603, 15.039, 8.674], [11.988, 15.612, 7.574], [15.060, 14.120, 10.556], [13.401, 13.375, 10.737], [14.419, 13.704, 12.097], [16.381, 17.299, 8.372], [16.057, 17.480, 10.091], [14.928, 18.278, 8.808], [11.712, 14.701, 6.969], [12.632, 16.228, 6.938], [11.146, 16.292, 7.885], [19.870, 20.146, 14.274], [19.922, 21.242, 15.280], [18.627, 21.398, 16.284], [17.277, 21.337, 15.622], [18.686, 20.285, 17.457], [19.880, 19.921, 18.185], [18.985, 22.783, 17.050], [18.029, 23.876, 16.836], [19.682, 19.207, 14.703], [20.839, 20.014, 13.824], [19.157, 20.399, 13.507], [19.943, 18.850, 18.286], [19.772, 20.319, 19.186], [20.805, 20.320, 17.739], [18.086, 24.440, 17.796], [17.018, 23.492, 16.648], [18.419, 24.545, 16.083], [12.456, 19.055, 17.883], [11.721, 19.497, 16.748], [11.021, 20.961, 16.927], [10.691, 21.354, 18.310], [12.008, 21.927, 16.111], [12.756, 21.500, 15.006], [9.773, 20.772, 15.886], [8.704, 19.984, 16.281], [12.055, 19.405, 18.822], [13.473, 19.450, 17.824], [12.510, 17.970, 17.743], [12.323, 21.968, 14.100], [12.724, 20.413, 14.903], [13.808, 21.804, 15.190], [8.001, 19.908, 15.418], [8.259, 20.385, 17.165], [9.092, 18.950, 16.368], [16.176, 13.652, 7.943], [17.171, 14.183, 8.880], [18.465, 14.825, 8.229], [18.181, 15.461, 6.929], [18.872, 15.910, 9.302], [18.808, 15.643, 10.689], [19.597, 13.723, 8.296], [20.028, 13.112, 7.082], [15.981, 12.714, 8.441], [16.626, 13.440, 6.966], [15.396, 14.374, 7.904], [18.751, 16.558, 11.253], [19.758, 15.145, 10.974], [18.027, 14.987, 10.930], [20.247, 13.877, 6.337], [19.329, 12.349, 6.730], [20.981, 12.602, 7.316], [13.041, 20.252, 10.954], [14.290, 19.582, 11.298], [15.648, 20.388, 11.470], [16.819, 19.566, 11.842], [16.070, 21.199, 10.168], [17.354, 20.869, 9.633], [15.128, 21.494, 12.533], [16.074, 22.478, 12.954], [12.339, 19.429, 10.934], [13.132, 20.568, 9.876], [12.884, 21.014, 11.729], [17.362, 21.367, 8.657], [17.426, 19.780, 9.515], [18.176, 21.291, 10.267], [16.730, 22.795, 12.104], [16.719, 22.166, 13.726], [15.545, 23.370, 13.221], [18.363, 16.272, 18.903], [17.080, 17.410, 19.534], [16.115, 17.697, 18.420], [15.394, 16.179, 17.881], [17.666, 18.268, 19.851], [16.520, 16.829, 20.230], [16.621, 18.157, 17.577], [15.337, 18.337, 18.724], [15.915, 15.493, 14.022], [16.338, 17.163, 13.565], [16.523, 18.109, 14.736], [14.987, 18.891, 15.290], [15.557, 17.459, 12.872], [17.245, 17.106, 13.010], [17.190, 18.961, 14.507], [17.082, 17.647, 15.534], [22.600, 16.673, 16.298], [22.647, 15.993, 14.615], [21.607, 16.543, 13.693], [19.972, 16.178, 14.421], [22.574, 14.910, 14.685], [23.682, 16.183, 14.344], [21.788, 16.064, 12.736], [21.557, 17.602, 13.601]]}

=====

{"formula": "C27H75F6NO17S2V2", "method": "ωB97M-V/def2-TZVPD", "energy_ha": -5690.61316, "s2": 15.7576, "multiplicity": 8, "lumo_energy_ev": [-3.1, -3.4], "molar_mass_g_mol": 965.9, "total_charge": 1, "symbols": ["V", "V", "C", "O", "H", "H", "H", "C", "F", "F", "F", "S", "O", "O", "N", "S", "O", "O", "C", "F", "F", "F", "C", "C", "O", "H", "H", "H", "H", "H", "H", "C", "C", "O", "H", "H", "H", "H", "H", "H", "C", "C", "O", "H", "H", "H", "H", "H", "H", "C", "C", "O", "H", "H", "H", "H", "H", "H", "C", "C", "O", "H", "H", "H", "H", "H", "H", "C", "C", "O", "H", "H", "H", "H", "H", "H", "C", "C", "O", "H", "H", "H", "H", "H", "H", "C", "C", "O", "H", "H", "H", "H", "H", "H", "C", "C", "O", "H", "H", "H", "H", "H", "H", "C", "C", "O", "H", "H", "H", "H", "H", "H", "C", "C", "O", "H", "H", "H", "H", "H", "H", "C", "C", "O", "H", "H", "H", "H", "H", "H"], "xyz": [[-19.449, -3.855, 14.236], [-21.724, -2.695, 11.930], [-18.819, -3.962, 10.854], [-19.652, -3.933, 12.017], [-19.337, -3.697, 9.933], [-18.101, -3.142, 10.881], [-18.265, -4.893, 10.734], [-23.386, -5.930, 15.146], [-24.532, -6.401, 14.639], [-23.573, -4.631, 15.466], [-23.110, -6.597, 16.219], [-21.975, -6.015, 13.728], [-22.036, -7.328, 13.118], [-22.339, -4.882, 12.882], [-20.535, -5.617, 14.668], [-19.940, -7.052, 14.996], [-18.732, -6.775, 15.768], [-20.787, -8.109, 15.487], [-19.233, -7.806, 13.336], [-19.917, -8.829, 12.857], [-19.084, -6.778, 12.478], [-17.975, -8.207, 13.502], [-21.362, -11.266, 9.336], [-21.640, -10.187, 10.312], [-22.597, -9.316, 9.791], [-20.852, -10.886, 8.451], [-22.244, -11.851, 9.074], [-20.672, -11.956, 9.822], [-20.746, -9.564, 10.356], [-22.143, -10.533, 11.214], [-23.347, -9.386, 10.387], [-16.768, -9.036, 18.435], [-15.875, -8.431, 19.596], [-16.801, -8.052, 20.603], [-17.380, -9.908, 18.664], [-16.082, -9.424, 17.683], [-17.325, -8.259, 17.911], [-15.256, -7.606, 19.243], [-15.300, -9.257, 20.015], [-16.359, -8.240, 21.434], [-25.565, -4.017, 12.691], [-25.020, -2.661, 13.154], [-23.932, -2.274, 12.279], [-24.765, -4.717, 12.451], [-26.123, -3.840, 11.772], [-26.142, -4.486, 13.488], [-24.592, -2.622, 14.156], [-25.820, -1.922, 13.200], [-24.290, -1.619, 11.675], [-22.497, -10.845, 14.875], [-23.040, -11.943, 14.026], [-24.364, -11.610, 13.600], [-23.122, -10.470, 15.685], [-22.329, -10.006, 14.200], [-21.531, -11.124, 15.296], [-23.160, -12.850, 14.619], [-22.395, -12.265, 13.209], [-24.796, -11.231, 14.369], [-24.206, -7.105, 19.337], [-24.144, -8.579, 19.697], [-25.461, -9.053, 19.862], [-23.204, -6.710, 19.173], [-24.684, -6.513, 20.118], [-24.830, -6.891, 18.469], [-23.448, -8.734, 20.521], [-23.778, -9.119, 18.824], [-25.640, -9.673, 19.152], [-17.735, -12.366, 13.532], [-19.298, -12.233, 13.596], [-19.775, -13.373, 14.252], [-17.202, -12.471, 14.477], [-17.231, -11.457, 13.204], [-17.379, -12.984, 12.708], [-19.602, -12.188, 12.550], [-19.572, -11.363, 14.193], [-19.291, -13.545, 15.063], [-24.150, -4.272, 8.571], [-23.102, -3.302, 9.169], [-22.393, -3.949, 10.190], [-24.951, -3.656, 8.163], [-24.600, -4.989, 9.257], [-23.626, -4.824, 7.791], [-23.683, -2.414, 9.417], [-22.463, -2.919, 8.373], [-22.078, -4.746, 9.758], [-25.409, -7.427, 10.937], [-25.302, -8.452, 12.038], [-24.546, -9.517, 11.553], [-25.869, -7.669, 9.979], [-24.412, -7.048, 10.715], [-26.138, -6.633, 11.100], [-26.258, -8.801, 12.430], [-24.791, -8.120, 12.941], [-24.395, -10.192, 12.218], [-15.449, -4.307, 12.733], [-16.323, -5.346, 13.260], [-17.129, -4.828, 14.308], [-14.866, -3.734, 13.454], [-15.983, -3.609, 12.089], [-14.704, -4.739, 12.065], [-15.749, -6.183, 13.656], [-16.992, -5.751, 12.501], [-16.644, -4.789, 15.136], [-19.685, -3.122, 18.598], [-20.032, -3.799, 17.297], [-19.075, -3.334, 16.410], [-20.137, -2.132, 18.527], [-18.596, -3.104, 18.623], [-20.089, -3.684, 19.440], [-21.043, -3.646, 16.918], [-19.924, -4.884, 17.280], [-18.208, -3.255, 16.815], [-17.804, -8.147, 9.574], [-17.909, -8.865, 8.240], [-17.073, -8.250, 7.290], [-17.886, -7.063, 9.495], [-16.862, -8.437, 10.039], [-18.615, -8.360, 10.269], [-18.942, -8.896, 7.893], [-17.648, -9.918, 8.351], [-16.330, -8.838, 7.139], [-13.636, -8.896, 13.955], [-14.768, -9.082, 15.037], [-15.410, -10.344, 14.835], [-13.109, -7.958, 14.126], [-14.043, -8.865, 12.945], [-12.902, -9.700, 14.014], [-15.531, -8.360, 14.745], [-14.360, -8.843, 16.019], [-15.322, -10.856, 15.642]]}